[1]
C35H51KN8O8S4Se2 | ωB97M-V/def2-TZVPD

```
109
Properties=species:S:1:pos:R:3:forces:R:3
Se -4.48671 -0.71644 -2.05842 -0.1 0.0 -0.1
Se 0.26061 -1.82093 -4.13714 -0.2 0.0 0.1
K -0.25185 0.40588 -0.00067 -0.9 -1.2 1.3
S -2.37406 -3.33124 3.26758 -0.1 0.0 0.0
S -1.89112 -5.91304 -0.37445 -0.1 -0.1 0.0
S -5.17886 2.02904 1.27774 -0.1 0.0 0.0
S 0.99754 -5.33702 -0.97720 -0.1 0.1 0.1
O -4.39519 -2.32089 -4.90607 0.1 0.0 -0.1
O -3.52092 0.05297 -6.53430 0.1 -0.1 0.0
O 1.62127 1.00992 -1.43459 0.4 0.1 -0.4
O 1.48296 3.86936 1.26070 0.0 0.0 0.0
O 0.06109 3.99104 -2.49248 0.0 0.1 0.0
O 1.52349 -1.42116 -0.09280 0.3 -0.1 0.0
O -0.60811 2.43861 -1.01235 0.0 1.2 -0.7
O 3.40862 -2.02969 -1.11544 -0.1 0.1 0.1
N -3.07241 3.16205 0.00468 0.0 -0.1 0.0
N -1.59166 -1.30793 1.90051 0.0 0.0 0.2
N 2.25309 0.23440 5.10598 0.0 0.0 0.0
N -2.78716 1.11267 1.11373 0.0 -0.1 0.2
N 1.48726 0.29726 2.84877 0.0 0.2 -0.2
N 0.06693 -2.95733 2.14272 0.0 -0.1 0.0
N -1.08429 -3.64640 -1.17235 0.0 -0.1 0.2
N 0.09746 -0.47304 4.48402 0.0 0.1 0.1
C 2.36708 -0.07870 -1.92455 0.0 0.1 -0.1
C 0.13066 2.89072 -1.94086 0.1 0.0 0.1
C 0.77346 -0.80418 6.75486 0.0 0.0 0.0
C 3.58372 0.62898 4.68682 0.0 0.0 0.0
C -3.52384 0.21647 1.86080 0.1 -0.1 0.0
C 2.36904 -1.19850 -0.93158 0.2 -0.1 -0.1
C 3.47228 1.61996 3.54406 0.0 0.0 0.0
C -2.56516 8.90301 2.42234 0.0 0.0 0.0
C -0.75384 7.59860 1.26669 0.0 0.0 0.0
C -2.98075 -2.16903 -4.76682 -0.1 0.0 -0.1
C -0.59889 -4.84265 -0.90320 0.2 0.1 0.0
C -4.82090 0.54125 2.06776 0.0 0.0 0.0
C -3.42446 0.28231 -5.12385 0.0 0.1 0.0
C 1.07104 6.47325 -0.01304 0.0 0.0 0.0
C -1.19608 -2.47123 2.32826 0.1 0.0 -0.2
C -2.55078 -0.74122 -4.39397 0.1 -0.1 0.0
C -0.42328 5.25841 1.66125 0.1 -0.1 -0.1
C -3.46860 -2.01170 3.04962 0.0 0.0 0.0
C -3.53362 2.10380 0.71917 0.1 0.0 -0.2
C 2.70648 0.95893 2.40916 0.1 -0.1 -0.1
C -0.00318 -1.39435 5.59424 0.0 -0.1 0.0
C -1.81300 7.62430 2.16581 0.0 0.0 0.0
C -1.08612 -0.52282 -4.81457 0.1 -0.1 0.1
C -3.17283 -4.71478 -0.86321 0.0 0.0 0.0
C -1.50032 5.25437 2.55389 -0.1 0.0 0.0
C 0.29339 3.96760 1.45094 -0.2 0.1 0.1
C -1.94082 4.00076 3.26727 0.0 0.0 0.0
C -0.03898 6.43723 1.00186 0.0 0.0 0.0
C 1.33118 0.00817 4.07985 -0.1 0.1 0.1
C -2.17110 6.44669 2.80370 0.0 0.0 0.0
C 1.22415 1.93368 -2.45257 0.0 0.0 0.0
C -2.46983 -3.36985 -0.79627 0.2 -0.2 0.0
C -2.88627 -1.03780 2.30679 0.0 0.1 -0.1
C -2.68079 -0.52061 -2.89038 -0.4 0.1 0.5
C 2.20452 -0.57228 6.31066 0.0 0.0 0.0
H 2.77278 -0.04948 7.08573 0.0 0.0 0.0
H -4.01035 -4.76464 -0.17201 0.0 0.0 0.0
H 3.39189 0.20558 -2.18859 0.0 0.0 0.1
H 4.09030 1.06336 5.55401 0.0 0.0 0.0
H 3.21896 -2.81312 -0.57435 -0.1 -0.1 -0.1
H 4.46355 1.93549 3.21298 0.0 0.0 0.0
H 2.44633 1.69392 1.64666 0.0 0.0 0.0
H -3.89021 -0.83651 -6.60367 -0.1 0.0 0.0
H -1.13163 3.54580 3.84144 0.0 0.0 0.0
H -0.80460 0.48043 -4.48206 0.0 0.0 0.0
H 3.35058 0.21532 1.92207 0.0 0.0 0.0
H -0.47379 8.51049 0.74902 0.0 0.0 0.0
H -0.47863 -0.66150 3.67568 0.0 0.0 0.0
H -2.57550 -2.86758 -4.02894 0.0 0.0 0.0
H 2.70119 -1.54405 6.14855 0.0 0.0 0.0
H -2.99881 6.44730 3.50569 0.0 0.0 0.0
H -1.03270 -0.53351 -5.90318 0.0 0.0 0.0
H -4.77153 -1.95514 -4.07745 -0.1 0.0 0.1
H 0.75138 -1.46240 7.62556 0.0 0.0 0.0
H 0.14163 -3.95202 1.97478 0.0 0.1 0.0
H -2.93814 -2.63576 -1.44427 -0.1 0.0 -0.1
H 0.39680 -2.38910 5.34223 0.0 0.0 0.0
H -5.58359 -0.02689 2.57072 0.0 0.0 0.0
H -3.75753 3.63683 -0.55973 0.0 0.0 0.0
H -2.75460 4.22969 3.95510 0.0 0.0 0.0
H -2.29831 3.24798 2.56297 0.0 0.0 0.0
H -3.25496 9.12217 1.60394 0.0 0.0 0.0
H -0.35304 3.07835 1.52356 0.1 -0.1 0.0
H -1.88311 9.75039 2.50884 0.0 0.0 0.0
H -2.98420 1.27454 -4.99415 0.0 0.0 0.0
H 2.08304 2.52285 -2.78504 0.0 0.0 0.0
H 0.83842 5.81928 -0.85714 0.0 -0.1 0.0
H -4.42433 0.29493 -4.68578 0.0 0.0 0.1
H -3.15030 8.83917 3.34016 0.0 0.0 0.0
H 2.93460 2.50722 3.88858 0.0 0.0 0.0
H -2.16094 2.99906 -0.46293 0.0 0.0 0.0
H -2.33130 0.47851 -2.61433 0.1 0.0 -0.1
H 1.87949 -0.52670 -2.82261 0.0 0.0 0.0
H 1.19771 7.49145 -0.38348 0.0 0.0 0.0
H -1.05693 -1.52184 5.84402 0.0 0.0 0.0
H 2.00973 6.12570 0.41136 0.0 0.0 0.0
H -4.46929 -2.04650 3.44284 0.0 0.0 0.0
H -2.50007 -2.96050 0.21513 0.0 0.0 0.0
H -2.54215 -2.44926 -5.72870 0.0 0.0 0.0
H 0.32267 0.15317 7.02733 0.0 0.0 0.0
H -2.04643 -1.24887 -2.38119 0.3 0.2 -0.2
H 0.81579 1.38652 -3.30966 0.0 0.0 0.0
H -0.47592 -2.92369 -1.54701 0.1 0.1 -0.4
H -3.51554 -4.93434 -1.87332 0.0 0.0 0.0
H 4.17196 -0.24650 4.36657 0.0 0.0 0.0
H 0.62790 -2.39988 1.50597 0.0 0.0 -0.1
```
Forces are in eV/Å.

For the gap between HOMO and LUMO, the calculation gives 0.1688 Eh. The total charge is -2. For the LUMO energy, the calculation gives 3.3 eV. Its largest force on an atom is 2.0 eV/Å. The value obtained for the energy above the lowest of the compared OMol25 structures with the same formula, charge and spin is 0.000 eV. The multiplicity is 1.



[2]
C29H23BBrF2N3O2Pd | ωB97M-V/def2-TZVPD

```
62
Properties=species:S:1:pos:R:3:forces:R:3
Pd 0.53246 0.32466 0.21190 0.1 0.2 0.2
Br -5.85563 1.67728 0.64296 0.0 0.0 0.0
F 0.91110 -1.70690 -1.68797 0.1 -0.2 0.1
F 2.41662 -1.89680 0.05225 0.0 0.1 0.0
O 2.62141 2.55079 -2.55996 0.0 -0.1 0.0
O 2.24573 -0.34787 3.81568 0.1 0.0 0.0
N 2.46750 1.00945 0.59329 -0.1 0.2 -0.1
N 1.05065 1.28824 -1.60234 0.2 -0.1 0.1
N 0.84569 -0.40130 2.08815 0.2 -0.4 0.0
C 3.02677 1.82667 -0.28658 -0.1 -0.1 0.0
C 0.13316 -2.80678 2.44992 0.0 0.0 -0.1
C 0.24874 -3.90393 3.29693 0.0 0.0 0.0
C -3.73796 -0.21006 0.69440 -0.1 0.1 0.0
C 0.61009 1.40526 -3.03518 -0.1 0.1 0.0
C 0.24292 -1.40000 3.01969 0.0 0.3 0.1
C -0.22632 -4.34122 0.60480 0.0 0.0 0.0
C -1.45631 0.26743 0.15896 -0.2 0.3 0.0
C 4.03050 1.54320 2.26466 0.0 0.0 0.0
C -2.88649 2.77531 -3.72577 0.0 0.0 0.0
C -3.65295 1.64863 -3.47581 0.0 0.0 0.0
C 2.88987 0.88216 1.84140 0.1 0.1 0.0
C 0.13968 -5.19898 2.80645 0.0 0.0 0.0
C -0.08404 -5.42508 1.45823 0.0 0.0 0.0
C 1.21392 -1.30893 4.22650 0.0 0.0 0.0
C -2.42362 -0.63780 0.56326 0.2 -0.1 -0.1
C -1.79216 1.59578 -0.09853 0.0 -0.1 0.0
C -3.03455 0.45700 -3.11578 0.0 0.0 0.0
C 4.17626 2.52568 0.04412 0.0 0.0 -0.1
C 2.19917 1.88280 -1.52304 0.0 0.1 0.0
C 4.68025 2.35197 1.33171 0.0 0.0 0.0
C 1.49780 2.55925 -3.51218 0.0 -0.1 -0.1
C -1.65839 0.40708 -2.99292 0.1 0.0 -0.1
C -0.13245 -3.05200 1.10465 0.1 0.0 0.0
C -1.50295 2.72545 -3.59686 0.0 0.0 0.2
C -3.10287 2.02637 0.06776 0.0 0.0 0.0
C -4.07193 1.11714 0.45587 0.0 -0.1 0.0
C -0.88180 1.54544 -3.20704 0.0 -0.1 -0.1
C 1.95934 0.02044 2.60668 -0.2 -0.1 0.1
B 1.36566 -1.38083 -0.50857 -0.3 0.0 -0.4
H -2.20841 -1.67770 0.75946 0.0 0.0 0.0
H -0.74452 -1.01814 3.28709 0.0 -0.1 0.0
H 0.92530 0.48163 -3.52939 0.0 0.0 0.1
H -4.72860 1.69104 -3.58177 0.0 0.0 0.0
H -0.33444 -2.22861 0.42482 0.0 0.0 0.1
H -4.50470 -0.91371 0.98870 0.0 0.0 0.0
H 4.39233 1.44423 3.27858 0.0 0.0 0.0
H -0.16092 -6.43393 1.07787 0.0 0.0 0.0
H -0.93730 3.62270 -3.80868 0.0 0.0 0.0
H 1.91234 2.41578 -4.50412 0.0 0.0 0.0
H 5.57943 2.87783 1.62352 0.0 0.0 0.0
H -0.42755 -4.49658 -0.44722 0.0 0.0 0.0
H -1.07370 2.31104 -0.48592 0.0 0.0 0.1
H 4.65107 3.18803 -0.66627 0.0 0.0 0.0
H 1.03590 3.53956 -3.42742 0.0 0.0 0.0
H -1.17470 -0.53043 -2.73964 0.0 0.0 0.0
H 0.23123 -6.03231 3.48944 0.0 0.0 0.0
H -3.62633 -0.43298 -2.94756 0.0 0.0 0.0
H -3.35998 3.69758 -4.03354 0.0 0.0 0.0
H 0.40186 -3.77898 4.36127 0.0 0.0 0.0
H 0.76465 -0.93982 5.14329 0.0 0.1 0.0
H -3.36684 3.05363 -0.14244 0.0 0.0 0.0
H 1.74899 -2.23488 4.40824 -0.1 0.0 0.1
```
Forces are in eV/Å.

For the gap between HOMO and LUMO, the calculation gives 0.2368 Eh. The total charge is +2. For the LUMO energy, the calculation gives -7.4 eV. Its largest force on an atom is 0.5 eV/Å. The value obtained for the energy above the lowest of the compared OMol25 structures with the same formula, charge and spin is 2.495 eV. The multiplicity is 1.



[3]
C39H83NO12S5Si2 | ωB97M-V/def2-TZVPD

```
142
Properties=species:S:1:pos:R:3:forces:R:3
S -2.20292 -3.50810 1.13371 -0.2 -0.1 0.5
S -3.50712 3.14594 -2.01063 0.2 0.3 0.0
S 2.18259 0.21347 -2.91258 -0.1 -0.3 0.1
S 6.79703 6.35629 -5.51731 0.1 0.0 -0.1
S 3.49374 5.23051 0.34327 0.0 0.1 -0.3
Si 0.22477 -1.11796 2.57864 0.9 1.0 0.0
Si -2.28494 -1.35555 1.09410 1.4 0.2 -0.7
O 2.20804 5.78947 0.68792 0.0 -0.1 0.2
O -4.69256 2.48573 -2.50043 0.1 0.1 -0.1
O 4.30287 4.55461 1.32841 0.0 0.2 0.1
O 0.79326 -9.39438 2.22122 0.0 0.0 0.1
O -0.71622 -0.79943 1.21586 -1.0 -0.7 0.8
O -3.14034 -0.77634 2.39335 0.0 -0.3 -0.9
O 6.60157 6.26728 -4.08772 0.2 0.1 -0.4
O -2.20150 2.56448 -2.20533 -0.1 -0.2 -0.1
O 2.22324 1.64373 -3.10034 0.1 0.1 0.1
O -0.60072 -1.86175 3.82383 0.2 0.1 -0.6
O 2.94532 -0.41853 -1.86561 0.0 0.2 0.0
O 7.12834 7.60932 -6.14438 0.0 0.0 0.2
N -4.17039 -2.59124 -1.33807 0.4 -0.1 0.2
C 4.04303 4.87566 -2.23773 0.0 0.0 0.0
C -3.74111 3.53936 -0.27218 0.0 0.2 0.3
C 0.08543 -0.58370 -4.27094 0.1 0.0 -0.1
C 5.89618 4.37990 -7.06364 0.1 0.0 0.0
C 2.47831 2.49810 2.75630 0.3 -0.6 0.4
C 0.84159 -8.24549 3.05099 0.3 -0.2 0.3
C 0.47531 -0.31252 -2.82243 -0.3 0.0 -0.1
C -4.27062 5.60414 -1.52545 0.0 -0.1 0.1
C -4.54906 -0.59991 2.23721 -0.2 -0.4 0.8
C -6.69642 -1.69776 1.63808 0.4 0.1 0.2
C 3.32100 4.16011 -1.08937 0.0 -0.1 -0.3
C 0.77349 0.58763 3.18884 -0.1 0.0 -0.3
C 5.37364 5.62276 -6.33227 -0.2 -0.2 -0.2
C 4.49418 6.47897 -0.45325 0.2 0.0 -0.2
C -6.52374 -3.39083 4.19589 -0.3 0.1 0.2
C -5.34500 -1.91768 2.37344 -1.1 1.0 0.0
C -3.50969 4.83374 -2.60027 -0.1 0.3 0.0
C -3.75523 5.07040 -0.18191 0.0 0.0 -0.1
C 2.41217 -6.65797 1.79387 0.5 -0.2 0.6
C -0.39008 1.60831 3.19627 -0.1 -0.1 0.2
C -5.62595 -2.17265 3.86458 0.4 -0.9 -0.1
C -8.02562 -3.04602 4.33163 0.3 -0.1 -0.9
C 2.54869 -0.57920 -4.48452 -0.1 -0.2 -0.3
C 1.95865 1.10890 2.34749 -0.4 0.7 0.4
C 1.71715 -2.10248 2.03403 -0.5 -0.6 -0.3
C -6.31043 -4.60042 3.27488 0.0 -0.1 0.8
C 2.22694 -7.61265 3.00238 -0.4 0.3 -0.9
C -0.36340 -10.17742 2.43941 -0.1 -0.1 -0.1
C -5.14334 -0.38019 -1.74204 0.2 -1.1 0.2
C 3.07695 2.52110 4.17382 0.1 0.2 -0.8
C 1.53004 -3.64681 2.01770 0.4 0.0 0.5
C -4.07390 -1.33630 -1.20235 -0.6 0.7 -0.5
C -2.88502 -0.65288 -0.56287 -0.4 -0.2 0.8
C 2.51434 -4.40610 2.96113 -0.3 -0.3 -0.9
C 5.14641 5.74610 -1.62452 -0.1 0.1 0.2
C 7.97538 5.10373 -6.00679 0.1 -0.3 -0.1
C 1.27415 -1.32973 -4.89143 0.0 0.0 0.0
C 7.11914 3.87263 -6.28774 -0.1 0.0 0.0
C 3.31537 -5.47239 2.16915 -0.9 0.6 0.4
H -1.37236 1.14543 3.06257 0.0 0.0 0.0
H 1.68373 -4.00869 0.99929 -0.1 0.0 0.0
H 1.91644 -4.90960 3.72337 0.2 0.1 0.2
H -6.58937 -1.04602 0.77003 0.1 -0.1 -0.1
H -2.47168 5.15905 -2.66514 0.0 -0.1 0.0
H -6.21698 -3.72569 5.19152 0.1 0.1 0.0
H 2.86740 -7.18292 0.95252 -0.2 -0.2 0.0
H -8.18072 -1.98187 4.50905 0.0 -0.1 0.3
H -6.12856 -0.81965 -1.57553 0.0 0.1 0.1
H -2.92736 3.09710 0.29872 0.0 -0.1 -0.1
H -5.24526 -4.77170 3.11529 0.0 0.0 -0.3
H 1.74153 3.29008 2.61602 -0.1 -0.1 0.1
H 3.82180 7.26409 -0.79873 0.0 0.0 0.0
H -6.05345 -1.28353 4.33408 0.0 0.1 -0.1
H 2.80710 0.42754 2.42692 -0.1 -0.2 -0.3
H -4.82401 -0.07058 1.31942 0.4 -0.1 -0.2
H -8.53254 -3.26152 3.38538 -0.1 0.0 0.1
H -1.02707 -1.21320 4.39148 -0.2 -0.1 0.1
H 2.98929 -8.38799 2.92756 -0.1 -0.1 0.4
H 6.19388 4.64773 -8.07933 0.0 0.0 0.0
H -4.11489 6.67742 -1.62125 0.0 0.0 0.0
H -7.36707 -1.18171 2.32724 -0.2 -0.1 -0.1
H -0.12113 0.46613 -2.34962 0.1 0.1 0.1
H 2.60226 -1.84631 2.61749 -0.1 0.1 0.2
H 5.56046 6.43712 -2.35238 -0.1 -0.1 0.2
H -4.78915 -2.75489 1.95235 0.0 0.1 -0.2
H 0.52068 -3.94485 2.30351 -0.1 0.2 -0.1
H 3.38351 3.54267 4.40079 -0.1 0.0 0.3
H -6.85938 -4.53387 2.33792 0.2 0.1 -0.2
H -1.06482 -9.68588 3.11751 0.0 0.0 0.0
H -5.34159 5.40978 -1.61650 0.0 0.0 0.0
H 2.35354 -7.05720 3.93166 0.2 0.0 0.0
H -0.88030 -10.35927 1.49459 0.1 0.1 0.0
H -0.28640 2.34816 2.40119 0.1 -0.1 -0.1
H 3.30237 2.73165 2.09231 0.0 0.1 -0.2
H 1.18880 -1.39604 -5.97522 0.0 0.0 0.0
H 2.39717 2.13333 4.93033 0.0 0.1 0.1
H -3.97667 4.86955 -3.58170 0.0 -0.1 0.0
H -4.86214 0.04309 3.06521 0.1 0.1 -0.1
H 3.39803 -1.24389 -4.34870 0.1 0.1 0.1
H 0.61795 -8.51230 4.09321 -0.1 -0.2 -0.1
H -0.42975 2.15184 4.14324 0.0 0.1 -0.1
H -1.39306 -3.77129 0.09084 -0.2 0.4 0.0
H 1.62164 1.19071 1.30835 0.2 -0.3 -0.1
H 0.06937 -7.53583 2.72577 0.1 0.1 0.1
H 7.67376 3.12282 -6.84957 0.0 0.0 0.0
H -4.69088 3.10582 0.03800 0.0 0.0 -0.1
H 5.20603 6.88301 0.26260 -0.1 0.0 0.1
H 5.95751 5.11160 -1.25918 0.0 0.0 0.0
H -4.37187 5.40604 0.65020 0.0 0.0 0.0
H -5.00854 -0.33332 -2.82306 0.1 0.4 0.0
H 4.44599 4.15565 -2.94977 0.0 0.0 0.0
H 2.80197 0.20512 -5.19535 0.0 0.1 0.1
H 0.44505 -1.22497 -2.22589 0.1 0.0 0.1
H -6.69187 -5.48478 3.79366 0.0 0.0 -0.1
H 4.94529 6.35711 -7.00942 0.0 0.1 0.1
H 2.26324 4.01015 -1.29008 0.0 -0.1 0.1
H -7.15474 -2.62786 1.31344 -0.1 0.0 0.1
H 4.65012 5.36415 -5.56069 0.1 0.0 0.1
H -0.09610 -11.14647 2.87015 0.1 0.0 0.0
H -0.07607 0.36093 -4.79483 0.0 0.0 0.0
H 1.94804 -1.77640 1.01453 0.0 0.2 0.1
H 3.18944 -3.70784 3.45462 0.0 0.0 0.0
H -5.06742 0.59780 -1.29409 -0.2 0.2 -0.2
H -5.04547 -2.83280 -1.79972 0.0 0.0 0.0
H 3.99215 1.92427 4.15761 -0.1 -0.1 0.2
H 8.70085 4.96216 -5.20917 0.0 0.1 0.0
H 3.67563 -4.98122 1.26324 0.3 -0.1 0.1
H -2.74227 5.43777 -0.00778 0.0 0.0 0.0
H 1.42359 -6.32496 1.47411 0.1 0.2 -0.1
H 5.12186 3.61808 -7.13969 0.0 0.0 0.0
H -0.83427 -1.16378 -4.33255 0.0 0.0 0.0
H -4.66487 -2.35748 4.35825 0.0 0.2 -0.1
H -3.19405 0.37400 -0.34336 0.3 0.1 -0.1
H 8.47295 5.45938 -6.90845 0.0 0.1 0.0
H 6.79937 3.41924 -5.34674 0.0 0.0 0.0
H 1.12376 0.46099 4.21979 0.0 -0.1 0.0
H 3.33695 5.51220 -2.77752 0.0 0.0 0.0
H 1.30737 -2.34940 -4.50249 0.0 0.0 0.0
H -8.50853 -3.65066 5.09683 0.0 0.1 0.1
H 4.14742 -5.79414 2.79879 0.2 -0.2 -0.3
H 3.78829 3.20764 -0.84612 0.0 0.0 0.1
H -2.02384 -0.57402 -1.22622 0.0 -0.2 -0.1
```
Forces are in eV/Å.

For the gap between HOMO and LUMO, the calculation gives 0.3241 Eh. For the LUMO energy, the calculation gives 0.2 eV. Its largest force on an atom is 1.6 eV/Å. The multiplicity is 1.



Question: LUMO of number 3 (C39H83NO12S5Si2)?
Answer: 0.2 eV